Molecular formula: C41H95Cl8O19P
Method: DFT, the ωB97M-V functional and the def2-TZVPD basis

XYZ file:
```
164
Properties=species:S:1:pos:R:3
C -1.182 -3.396 -4.882
O -1.309 -3.808 -3.508
P -0.128 -4.608 -2.792
O 0.287 -5.845 -3.466
O 1.024 -3.511 -2.592
C 1.897 -3.611 -1.466
O -0.681 -4.834 -1.301
C -1.920 -5.554 -1.195
H -1.803 -4.081 -5.457
H -0.165 -3.454 -5.273
H -1.501 -2.358 -4.915
H 1.776 -4.532 -0.894
H 1.658 -2.805 -0.769
H 2.928 -3.528 -1.802
H -2.240 -6.003 -2.138
H -2.747 -4.883 -0.954
H -1.770 -6.297 -0.420
C -1.664 0.426 -4.429
O -2.464 1.385 -5.119
C -3.110 0.766 -6.224
C -4.285 1.588 -6.733
O -5.377 1.701 -5.867
C -5.279 2.713 -4.875
C -6.448 2.639 -3.913
O -7.662 3.125 -4.449
C -8.348 2.176 -5.264
H -0.992 -0.046 -5.154
H -2.344 -0.316 -3.993
H -1.079 0.872 -3.626
H -3.424 -0.264 -6.028
H -2.414 0.699 -7.072
H -4.629 1.004 -7.596
H -3.969 2.527 -7.201
H -5.255 3.680 -5.388
H -4.349 2.608 -4.311
H -6.181 3.277 -3.063
H -6.518 1.661 -3.424
H -9.244 2.739 -5.528
H -8.658 1.281 -4.713
H -7.743 1.854 -6.112
C 11.504 -1.919 2.822
O 10.158 -2.087 2.454
C 9.299 -1.278 3.213
C 7.870 -1.698 2.977
O 7.463 -1.316 1.685
C 6.338 -2.007 1.218
C 5.019 -1.691 1.921
O 4.745 -0.317 2.008
C 4.857 0.419 0.823
H 11.615 -2.093 3.901
H 11.938 -0.948 2.573
H 12.091 -2.708 2.353
H 9.439 -0.206 3.033
H 9.475 -1.416 4.291
H 7.216 -1.303 3.765
H 7.807 -2.784 3.131
H 6.490 -3.096 1.253
H 6.263 -1.812 0.146
H 5.053 -2.109 2.928
H 4.218 -2.201 1.365
H 5.896 0.711 0.633
H 4.275 1.334 0.955
H 4.470 -0.070 -0.082
C -5.666 -7.847 0.742
O -4.989 -6.631 0.867
C -5.827 -5.546 1.167
C -5.471 -4.247 0.475
O -4.262 -3.671 0.948
C -4.101 -2.396 0.390
C -2.788 -1.745 0.843
O -2.670 -1.461 2.217
C -3.702 -0.722 2.824
H -6.436 -7.843 -0.044
H -6.174 -8.163 1.660
H -4.963 -8.610 0.411
H -5.893 -5.446 2.258
H -6.873 -5.705 0.863
H -6.269 -3.533 0.706
H -5.429 -4.407 -0.607
H -4.889 -1.708 0.734
H -4.171 -2.381 -0.704
H -2.630 -0.807 0.303
H -1.990 -2.447 0.592
H -4.666 -1.240 2.787
H -3.871 0.218 2.278
H -3.381 -0.506 3.839
C -5.321 2.204 -0.111
O -4.290 1.327 -0.534
C -3.798 1.588 -1.820
C -3.054 2.911 -1.985
O -3.983 3.962 -2.174
C -3.386 5.255 -2.188
C -4.379 6.240 -2.736
O -5.411 6.578 -1.842
C -6.543 7.144 -2.462
H -6.001 1.620 0.513
H -5.950 2.549 -0.939
H -4.951 3.095 0.398
H -4.541 1.454 -2.616
H -2.997 0.856 -1.984
H -2.342 2.790 -2.809
H -2.558 3.146 -1.036
H -2.506 5.225 -2.836
H -3.086 5.516 -1.167
H -4.821 5.759 -3.621
H -3.908 7.155 -3.111
H -7.140 6.347 -2.921
H -6.307 7.794 -3.314
H -7.084 7.686 -1.695
C 6.052 3.852 10.255
O 6.057 3.114 9.059
C 4.723 2.994 8.553
C 4.762 2.161 7.311
O 4.756 0.790 7.639
C 4.756 -0.120 6.526
C 3.570 0.055 5.592
O 3.676 1.201 4.788
C 2.536 1.389 4.001
H 5.737 4.895 10.143
H 7.010 3.811 10.771
H 5.339 3.387 10.951
H 4.392 4.004 8.301
H 4.082 2.508 9.292
H 5.640 2.442 6.714
H 3.898 2.401 6.683
H 4.741 -1.090 7.015
H 5.730 0.031 6.054
H 2.642 0.072 6.172
H 3.586 -0.833 4.944
H 1.599 1.316 4.566
H 2.512 0.608 3.225
H 2.527 2.333 3.456
Cl 3.540 -0.368 -2.963
C 2.125 -0.686 -4.001
C 2.445 -0.468 -5.469
Cl 1.045 -0.915 -6.490
H 1.382 0.021 -3.632
H 1.735 -1.654 -3.691
H 3.284 -1.124 -5.691
H 2.708 0.573 -5.631
Cl 0.526 -1.713 2.979
C 0.502 -2.915 4.316
C -0.857 -2.807 4.975
Cl -1.069 -1.324 5.902
H 1.312 -2.686 5.007
H 0.756 -3.883 3.891
H -0.988 -3.663 5.645
H -1.662 -2.962 4.257
Cl 0.142 2.524 -0.518
C 1.340 1.264 -0.137
C 0.659 -0.102 -0.005
Cl -0.121 -0.704 -1.502
H 1.829 1.503 0.806
H 2.094 1.283 -0.919
H -0.111 -0.050 0.761
H 1.419 -0.813 0.317
Cl 4.056 2.816 -2.102
C 3.241 4.046 -3.139
C 4.231 4.628 -4.128
Cl 5.610 5.411 -3.307
H 2.922 4.845 -2.475
H 2.406 3.527 -3.600
H 3.767 5.427 -4.703
H 4.689 3.899 -4.789
```

- maximum force (eV/A) = 1.79
- spin multiplicity = 1
- SMILES string = COP(=O)(OC)OC.COCCOCCOC.COCCOCCOC.COCCOCCOC.COCCOCCOC.COCCOCCOC.ClCCCl.ClCCCl.ClCCCl.ClCCCl
- E (Eh) = -7071.40786

Results of the Mulliken charge analysis, in e, for atoms 1 through 99: number 1, C, carries -0.41; number 2, O, carries -0.17; number 3, P, carries 0.70; number 4, O, carries -0.83; number 5, O, carries -0.07; number 6, C, carries -0.77; number 7, O, carries -0.22; number 8, C, carries -0.82; number 9, H, carries 0.32; number 10, H, carries 0.31; number 11, H, carries -0.05; number 12, H, carries 0.54; number 13, H, carries 0.03; number 14, H, carries 0.30; number 15, H, carries 0.45; number 16, H, carries 0.25; number 17, H, carries 0.31; number 18, C, carries -0.14; number 19, O, carries -0.24; number 20, C, carries -0.40; number 21, C, carries -0.90; number 22, O, carries -0.33; number 23, C, carries 0.25; number 24, C, carries -0.22; number 25, O, carries -0.39; number 26, C, carries -0.61; number 27, H, carries -0.06; number 28, H, carries 0.28; number 29, H, carries 0.05; number 30, H, carries 0.33; number 31, H, carries 0.32; number 32, H, carries 0.41; number 33, H, carries 0.37; number 34, H, carries 0.41; number 35, H, carries -0.05; number 36, H, carries -0.16; number 37, H, carries 0.36; number 38, H, carries 0.28; number 39, H, carries 0.26; number 40, H, carries 0.21; number 41, C, carries -0.78; number 42, O, carries -0.28; number 43, C, carries -0.68; number 44, C, carries -0.23; number 45, O, carries -0.35; number 46, C, carries -0.72; number 47, C, carries -0.30; number 48, O, carries 0.02; number 49, C, carries -1.16; number 50, H, carries 0.32; number 51, H, carries 0.30; number 52, H, carries 0.26; number 53, H, carries 0.35; number 54, H, carries 0.41; number 55, H, carries 0.14; number 56, H, carries 0.35; number 57, H, carries 0.42; number 58, H, carries 0.42; number 59, H, carries 0.42; number 60, H, carries 0.08; number 61, H, carries 0.34; number 62, H, carries 0.25; number 63, H, carries 0.50; number 64, C, carries -0.82; number 65, O, carries -0.20; number 66, C, carries -0.72; number 67, C, carries -0.48; number 68, O, carries -0.28; number 69, C, carries -0.92; number 70, C, carries 0.48; number 71, O, carries -0.01; number 72, C, carries -0.72; number 73, H, carries 0.34; number 74, H, carries 0.31; number 75, H, carries 0.24; number 76, H, carries 0.32; number 77, H, carries 0.45; number 78, H, carries 0.41; number 79, H, carries 0.25; number 80, H, carries 0.44; number 81, H, carries 0.52; number 82, H, carries -0.19; number 83, H, carries -0.07; number 84, H, carries 0.25; number 85, H, carries 0.18; number 86, H, carries 0.22; number 87, C, carries -0.81; number 88, O, carries -0.20; number 89, C, carries 0.29; number 90, C, carries -0.88; number 91, O, carries 0.10; number 92, C, carries -0.56; number 93, C, carries -0.42; number 94, O, carries -0.35; number 95, C, carries -0.70; number 96, H, carries 0.31; number 97, H, carries 0.21; number 98, H, carries 0.29; number 99, H, carries -0.04

Molecular formula: C15H65N5O21S
Method: DFT, the ωB97M-V functional and the def2-TZVPD basis

XYZ file:
```
107
Properties=species:S:1:pos:R:3
N -1.431 1.438 2.883
O -1.497 0.888 -0.193
S -0.062 -1.881 -2.898
C -1.737 2.711 2.650
C -0.055 1.109 2.930
C 1.884 -0.050 3.021
C 0.507 -0.249 2.915
C 0.972 2.045 2.947
N 2.145 1.270 2.978
N 1.272 4.169 2.058
N -0.746 3.691 2.441
N -0.520 -1.985 1.459
C -0.222 -1.550 2.826
C 0.549 3.435 2.983
C 0.068 -2.160 -6.881
C 0.385 -1.393 -4.598
C 0.847 -0.694 -1.783
C -1.699 -1.358 0.824
C 0.509 -2.031 0.433
C -0.128 -2.526 -5.452
C -1.229 -0.504 -0.370
C 0.274 -0.776 -0.360
H -1.152 1.122 0.670
H -2.810 2.907 2.650
H 2.607 -0.890 2.936
H 3.061 1.703 3.015
H 2.243 4.220 2.397
H 1.261 3.666 1.178
H -1.103 4.588 2.788
H 0.385 -2.298 3.234
H -1.168 -1.537 3.378
H 0.646 3.804 4.044
H 1.143 -2.139 -7.098
H -0.400 -1.157 -7.125
H -0.396 -2.968 -7.468
H 1.511 -1.293 -4.666
H -0.097 -0.467 -4.982
H 0.745 0.328 -2.238
H 1.848 -1.009 -1.788
H -2.298 -2.159 0.413
H -2.401 -0.876 1.497
H 1.487 -2.063 0.926
H 0.460 -2.916 -0.161
H -1.143 -2.807 -5.221
H 0.444 -3.488 -5.188
H -1.763 -0.786 -1.335
H 0.797 -0.008 0.151
O 4.955 -2.522 2.511
H 5.207 -2.825 1.578
H 5.257 -1.563 2.623
O -4.776 -1.452 -0.704
H -5.676 -1.080 -0.430
H -4.505 -1.012 -1.574
O -1.479 6.253 4.046
H -1.023 6.835 4.736
H -2.191 6.807 3.587
O -4.346 0.557 2.382
H -4.937 -0.257 2.489
H -3.669 0.556 3.134
O -2.870 -4.900 -5.503
H -3.395 -4.372 -4.818
H -3.036 -4.489 -6.413
O 2.624 -3.582 3.615
H 2.854 -3.579 4.601
H 3.372 -3.119 3.116
O 0.358 6.707 1.952
H -0.204 6.680 2.793
H 0.826 5.815 1.858
O 4.223 -1.213 -4.410
H 4.748 -1.938 -3.939
H 4.753 -0.914 -5.219
O 3.082 -3.663 -5.859
H 2.590 -4.157 -5.127
H 3.444 -2.802 -5.471
O 4.186 1.125 5.674
H 4.478 1.857 6.309
H 3.809 0.363 6.223
O -5.337 2.868 3.240
H -5.101 3.491 2.479
H -5.020 1.938 2.995
O 4.094 3.288 4.092
H 4.208 2.481 4.692
H 3.679 4.031 4.639
O -4.685 -3.715 0.726
H -4.292 -4.451 0.153
H -4.526 -2.833 0.257
O -3.440 -1.289 4.848
H -3.780 -2.170 4.486
H -4.230 -0.769 5.207
O -1.360 0.064 5.741
H -1.015 0.482 4.886
H -2.100 -0.582 5.499
O 1.403 4.072 -1.365
H 1.977 3.270 -1.142
H 1.917 4.659 -2.009
O 2.700 -3.577 -1.927
H 2.782 -4.354 -2.571
H 1.940 -2.987 -2.242
O -1.205 3.128 -1.937
H -0.269 3.457 -1.743
H -1.406 2.361 -1.308
O 0.435 -3.798 -10.049
H 0.392 -4.015 -11.036
H -0.353 -4.242 -9.594
O 0.146 2.437 -4.810
H -0.384 2.116 -4.010
H 0.182 3.448 -4.780
```

- maximum force (eV/A) = 4.95
- spin multiplicity = 1
- E (Eh) = -2862.39282

Results of the Mulliken charge analysis, in e, for atoms 1 through 99: number 1, N, carries 0.74; number 2, O, carries -0.80; number 3, S, carries -0.51; number 4, C, carries -0.14; number 5, C, carries 0.48; number 6, C, carries -1.16; number 7, C, carries 2.33; number 8, C, carries -2.90; number 9, N, carries 0.23; number 10, N, carries -0.45; number 11, N, carries 0.17; number 12, N, carries 0.08; number 13, C, carries -1.35; number 14, C, carries 0.61; number 15, C, carries -0.99; number 16, C, carries 0.04; number 17, C, carries -2.21; number 18, C, carries 0.05; number 19, C, carries -1.24; number 20, C, carries -0.19; number 21, C, carries 0.03; number 22, C, carries 1.79; number 23, H, carries 0.35; number 24, H, carries -0.07; number 25, H, carries 0.25; number 26, H, carries 0.34; number 27, H, carries 0.32; number 28, H, carries 0.02; number 29, H, carries 0.18; number 30, H, carries 0.66; number 31, H, carries 0.12; number 32, H, carries -0.05; number 33, H, carries 0.32; number 34, H, carries 0.31; number 35, H, carries 0.10; number 36, H, carries 0.09; number 37, H, carries 0.34; number 38, H, carries 0.24; number 39, H, carries 1.20; number 40, H, carries 0.12; number 41, H, carries -0.29; number 42, H, carries 0.06; number 43, H, carries 0.70; number 44, H, carries 0.38; number 45, H, carries 0.08; number 46, H, carries 0.32; number 47, H, carries -0.40; number 48, O, carries -0.70; number 49, H, carries 0.34; number 50, H, carries 0.32; number 51, O, carries -0.64; number 52, H, carries 0.29; number 53, H, carries 0.31; number 54, O, carries -0.70; number 55, H, carries 0.31; number 56, H, carries 0.33; number 57, O, carries -0.84; number 58, H, carries 0.30; number 59, H, carries 0.29; number 60, O, carries -0.66; number 61, H, carries 0.32; number 62, H, carries 0.32; number 63, O, carries -0.63; number 64, H, carries 0.30; number 65, H, carries 0.31; number 66, O, carries -0.75; number 67, H, carries 0.34; number 68, H, carries 0.62; number 69, O, carries -0.66; number 70, H, carries 0.35; number 71, H, carries 0.31; number 72, O, carries -0.63; number 73, H, carries 0.29; number 74, H, carries 0.36; number 75, O, carries -0.69; number 76, H, carries 0.32; number 77, H, carries 0.32; number 78, O, carries -0.69; number 79, H, carries 0.30; number 80, H, carries 0.52; number 81, O, carries -0.66; number 82, H, carries 0.38; number 83, H, carries 0.32; number 84, O, carries -0.67; number 85, H, carries 0.32; number 86, H, carries 0.38; number 87, O, carries -0.71; number 88, H, carries 0.31; number 89, H, carries 0.31; number 90, O, carries -0.78; number 91, H, carries 0.31; number 92, H, carries 0.42; number 93, O, carries -0.68; number 94, H, carries 0.34; number 95, H, carries 0.28; number 96, O, carries -0.66; number 97, H, carries 0.27; number 98, H, carries 0.22; number 99, O, carries -0.71

| no. | frontier orbital gap (eV) | HOMO level (eV) | LUMO energy (eV) |
| --- | --- | --- | --- |
| 1 | 9.45 | -9.2 | 0.24 |
| 2 | 7.23 | -7.5 | -0.28 |